# 1
Density functional theory data (wB97M-V/def2-TZVPD) for a cluster of 3 separate species, C29H67N3O4PS in total in a non-equilibrium geometry.

Geometry (Å):
1 C 2.63650 -0.85674 0.66613
2 C 1.43140 -1.04952 -0.28305
3 C 0.88810 0.27657 -0.83877
4 C 1.66576 0.80018 -2.06134
5 C 2.86220 1.73497 -1.74833
6 C 2.77216 3.10682 -2.43878
7 C 2.55337 4.32693 -1.52949
8 C 1.51616 4.19758 -0.40581
9 C 0.10222 4.61927 -0.81516
10 C -0.44992 3.72647 -1.93107
11 O -0.07672 4.17000 -3.19339
12 P -1.28011 5.15211 -3.99845
13 O -0.86430 6.57279 -3.01407
14 O -2.39977 4.72208 -2.70839
15 C -1.99300 3.61987 -2.02659
16 S -2.31203 2.03951 -3.08747
17 C -2.74628 3.41626 -0.72191
18 C -4.27356 3.51213 -0.87259
19 N -4.93017 2.19627 -0.97221
20 C -5.87607 1.89689 0.11765
21 C -5.34122 0.85075 1.10619
22 C -5.59793 1.99993 -2.22768
23 C -5.63031 0.56260 -2.70150
24 O -6.15294 2.88380 -2.84490
25 H 2.47366 -1.42386 1.58210
26 H 3.56667 -1.17320 0.19921
27 H 2.75119 0.18462 0.95914
28 H 1.72959 -1.65844 -1.13369
29 H 0.64179 -1.55534 0.27071
30 H -0.15297 0.16201 -1.14657
31 H 0.89130 1.02794 -0.04815
32 H 2.00779 -0.05797 -2.64394
33 H 0.94932 1.31367 -2.70181
34 H 3.77079 1.21882 -2.06253
35 H 2.95500 1.85105 -0.66845
36 H 3.72365 3.27606 -2.95231
37 H 2.01891 3.10174 -3.22324
38 H 2.20082 5.12927 -2.18109
39 H 3.50529 4.67522 -1.12384
40 H 1.83070 4.84568 0.41753
41 H 1.47019 3.19023 0.01401
42 H 0.10302 5.64979 -1.16574
43 H -0.53152 4.59401 0.07244
44 H -0.10630 2.71044 -1.70243
45 H -0.29563 5.56860 -4.97210
46 H -2.29291 5.93334 -4.66610
47 H -1.67387 4.03482 -4.80193
48 H -0.19441 7.02377 -3.52000
49 H -2.58209 1.17434 -2.09880
50 H -2.44571 4.21170 -0.03784
51 H -2.47237 2.46797 -0.26074
52 H -4.49009 4.13264 -1.73908
53 H -4.65714 4.05488 -0.00798
54 H -6.79333 1.48762 -0.31301
55 H -6.17568 2.80352 0.64196
56 H -4.80430 1.29476 1.94071
57 H -6.16426 0.25167 1.49580
58 H -4.68401 0.18202 0.55440
59 H -4.75537 0.04130 -2.33080
60 H -5.68769 0.55360 -3.78271
61 H -6.52020 0.09391 -2.27593
62 C 6.06658 -0.86924 2.95814
63 C 6.55792 -1.91605 3.94563
64 N 5.81288 -1.91909 5.19063
65 C 6.43149 -2.71797 6.23134
66 C 6.53831 -4.23377 6.01714
67 C 4.37168 -2.04745 5.05769
68 C 3.82060 -3.28480 4.33534
69 H 6.07467 0.12529 3.40544
70 H 6.71724 -0.85369 2.08297
71 H 5.05727 -1.08230 2.60450
72 H 7.60289 -1.70060 4.18579
73 H 6.55292 -2.89845 3.44578
74 H 5.89938 -2.52898 7.16796
75 H 7.44131 -2.32358 6.38430
76 H 5.57904 -4.73349 6.14405
77 H 7.22246 -4.65972 6.75447
78 H 6.92799 -4.48115 5.02945
79 H 4.00158 -1.15960 4.54021
80 H 3.93624 -1.98984 6.05847
81 H 4.37526 -3.50660 3.42273
82 H 2.78174 -3.10952 4.04923
83 H 3.83480 -4.17173 4.96754
84 C -2.65429 -1.65161 -0.86985
85 C -3.30946 -2.97098 -0.49563
86 N -3.18643 -3.98106 -1.52995
87 C -4.02180 -5.14412 -1.30410
88 C -3.72800 -6.02351 -0.08083
89 C -1.83369 -4.24244 -1.98900
90 C -0.79462 -4.69330 -0.95221
91 H -3.04696 -1.27277 -1.81458
92 H -2.85260 -0.90755 -0.09647
93 H -1.57219 -1.74220 -0.95909
94 H -4.37615 -2.79263 -0.33029
95 H -2.89901 -3.30378 0.47244
96 H -3.99138 -5.76619 -2.20334
97 H -5.05498 -4.78999 -1.22855
98 H -2.83852 -6.63632 -0.22159
99 H -4.56459 -6.70533 0.08888
100 H -3.59964 -5.43228 0.82617
101 H -1.46136 -3.33524 -2.46989
102 H -1.88833 -4.98265 -2.79153
103 H -0.85123 -4.10537 -0.03513
104 H 0.20988 -4.56236 -1.35956
105 H -0.90217 -5.74565 -0.69084

Its total charge is -1. The maximum force comes out at 1.4 eV Å⁻¹. As for the LUMO energy: 2.2 eV. The calculation puts the molar mass at 584.9 g mol⁻¹. The value obtained for the energy above the lowest of the compared OMol25 structures with the same formula, charge and spin is 4.1 kcal per mole. The calculation puts the orbital gap at 6.954 eV.

# 2
Density functional theory data (wB97M-V/def2-TZVPD) for a structure of composition C4H11NOS in a non-equilibrium geometry.

Geometry (Å):
1 C 1.00740 1.62507 0.18376
2 C 0.97959 -0.63706 1.19180
3 C 0.25318 -0.29350 -1.22147
4 C 0.28283 0.31622 0.14053
5 N -2.03550 -1.69615 0.10984
6 O -1.74962 1.82204 -0.14426
7 S -1.53942 0.58425 0.44866
8 H 0.47332 2.40824 -0.26371
9 H 1.03939 1.77566 1.24484
10 H 1.97910 1.74898 -0.36175
11 H 1.05254 -0.36771 2.23274
12 H 2.01504 -0.73870 0.76550
13 H 0.51554 -1.54346 1.04585
14 H -0.14183 -1.35014 -1.32334
15 H -0.31971 0.31852 -1.86893
16 H 1.22606 -0.52790 -1.74544
17 H -2.83894 -1.94054 0.72102
18 H -2.19897 -1.50384 -1.15565

The maximum force comes out at 8.0 eV Å⁻¹. As for the LUMO energy (spin up / spin down): 0.6 / -1.5 eV. The calculation puts the molar mass at 121.2 g mol⁻¹. The value obtained for the energy above the lowest of the compared OMol25 structures with the same formula, charge and spin is 5.6 kcal per mole. The spin multiplicity is 3. The expectation value of S² is 2.01. The calculation puts the orbital gap (spin up / spin down) at 8.167 / 7.913 eV.

# 3
Density functional theory data (wB97M-V/def2-TZVPD) for a structure of composition C22H30CuO2Si in a non-equilibrium geometry.

Geometry (Å):
1 C 0.98934 2.36590 1.94975
2 C 0.01334 2.31223 0.89790
3 C -1.28530 2.12695 1.52898
4 H 0.16690 2.63630 -0.13603
5 C -1.06721 2.09593 2.94801
6 C 0.31102 2.23913 3.18550
7 H 0.77261 2.30373 4.16945
8 H 2.04223 2.55654 1.80257
9 H -2.24892 2.24777 1.02915
10 H -1.84588 2.04725 3.69375
11 Cu -0.40152 0.30520 1.03599
12 C -1.35951 -2.38259 -2.87815
13 H -2.10424 -2.21253 -2.08360
14 H -1.88025 -2.16357 -3.82197
15 H -0.37570 -1.83244 -2.91106
16 Si -0.36500 -0.90008 -1.15957
17 C 1.45452 -0.62721 -1.53116
18 C 2.20200 0.57659 -1.45692
19 H 1.77549 1.45777 -0.94951
20 C 3.47398 0.64040 -2.04538
21 H 4.01704 1.59308 -2.02624
22 C 4.03769 -0.48243 -2.65432
23 H 5.01320 -0.42490 -3.12105
24 C 3.33844 -1.70327 -2.65403
25 H 3.75018 -2.59901 -3.11025
26 C 2.07534 -1.77606 -2.06030
27 H 1.53061 -2.73114 -2.03528
28 C -1.44661 0.45096 -1.90767
29 C -0.98388 1.09853 -3.07831
30 H 0.01538 0.85848 -3.47859
31 C -1.79273 2.04411 -3.70822
32 H -1.42741 2.51017 -4.62637
33 C -3.03392 2.38794 -3.16303
34 H -3.64877 3.14638 -3.65202
35 C -3.48597 1.76354 -1.99321
36 H -4.45666 2.01746 -1.56265
37 C -2.68966 0.80822 -1.35474
38 H -3.02443 0.34154 -0.41674
39 H -0.86009 -2.10357 -0.38331
40 H -1.04983 -3.42754 -2.77428
41 C -2.27096 -0.79509 3.30840
42 O -1.12388 -1.02812 2.47732
43 C -0.22074 -1.96425 3.09875
44 C 1.01120 -2.08768 2.21657
45 O 1.49130 -0.78109 1.83280
46 C 2.50491 -0.32340 2.74170
47 H -1.96070 -0.35286 4.27073
48 H -2.78251 -1.75096 3.50596
49 H -2.94613 -0.10155 2.79218
50 H 0.04804 -1.61300 4.10783
51 H -0.76254 -2.91729 3.20415
52 H 1.82457 -2.61995 2.73539
53 H 0.74682 -2.61072 1.28290
54 H 2.08385 -0.10663 3.73999
55 H 2.93367 0.59192 2.32500
56 H 3.27728 -1.10508 2.85321

The maximum force comes out at 4.3 eV Å⁻¹. As for the LUMO energy (spin up / spin down): 0.6 / 0.1 eV. The calculation puts the molar mass at 418.1 g mol⁻¹. The value obtained for the energy above the lowest of the compared OMol25 structures with the same formula, charge and spin is 0.0 kcal per mole. The spin multiplicity is 2. The expectation value of S² is 0.76. The calculation puts the orbital gap (spin up / spin down) at 5.882 / 6.534 eV.

# 4
Density functional theory data (wB97M-V/def2-TZVPD) for a cluster of 2 separate species, C5H11NO2 in total in a non-equilibrium geometry.

Geometry (Å):
1 C 2.24464 -0.74971 0.75729
2 C 1.96428 0.59439 0.28596
3 N 1.55408 1.74797 0.52284
4 C 1.92177 1.49595 -0.92936
5 H 1.41168 -1.38526 0.44836
6 H 3.16002 -1.12495 0.30231
7 H 2.33652 -0.76613 1.84202
8 H 2.82403 1.97598 -1.28076
9 H 1.17749 1.27869 -1.68815
10 C -1.86650 0.29483 0.92039
11 C -1.80969 -0.23157 -0.50754
12 O -2.99565 -0.86561 -0.89759
13 O -0.71461 -1.10997 -0.60102
14 H -2.76145 0.89913 1.04722
15 H -0.97863 0.88457 1.13289
16 H -1.89393 -0.54530 1.61317
17 H -1.69404 0.60001 -1.21879
18 H -3.21177 -1.54114 -0.24258
19 H -0.66823 -1.45185 -1.50667

The maximum force comes out at 2.8 eV Å⁻¹. As for the LUMO energy: 0.7 eV. The calculation puts the molar mass at 117.1 g mol⁻¹. The value obtained for the energy above the lowest of the compared OMol25 structures with the same formula, charge and spin is 64.7 kcal per mole. Its structure (SMILES) is CC1=NC1.CC(O)O. The calculation puts the orbital gap at 10.049 eV.

# 5
Density functional theory data (wB97M-V/def2-TZVPD) for a cluster of 2 separate species, C22H30F3NO3S in total in a non-equilibrium geometry.

Geometry (Å):
1 C -2.19727 2.19927 -0.03426
2 O -1.06714 2.06045 0.83615
3 C -1.33456 2.40311 2.10935
4 O -2.42674 2.79588 2.46890
5 C -0.12980 2.37199 3.02047
6 C -0.52626 2.07646 4.46232
7 C -0.93200 3.42893 5.03613
8 C -0.26965 4.48830 4.15014
9 N 0.26732 3.76317 3.01117
10 C 0.94926 4.35142 1.99059
11 C 1.51450 3.64852 0.93362
12 C 2.26395 4.39022 -0.10089
13 C 1.65434 5.79521 -0.35421
14 C 1.70403 6.58452 0.95156
15 C 0.96683 5.87047 2.07964
16 H -1.88514 1.81540 -1.00726
17 H -3.02213 1.60769 0.37490
18 H -2.46900 3.25877 -0.10050
19 H 0.62907 1.70379 2.60379
20 H -1.31337 1.32815 4.54312
21 H 0.36908 1.71864 4.97932
22 H -2.01242 3.56398 4.95437
23 H -0.62317 3.53544 6.07735
24 H -1.03195 5.22902 3.83883
25 H 0.53113 5.03050 4.68074
26 H 1.43261 2.56674 0.85408
27 H 3.30434 4.52911 0.22787
28 H 2.28735 3.80168 -1.02394
29 H 2.18994 6.34447 -1.13889
30 H 0.60563 5.70140 -0.67135
31 H 2.75784 6.71239 1.23850
32 H 1.26903 7.58802 0.83902
33 H -0.08431 6.21542 2.08412
34 H 1.41060 6.19741 3.03355
35 C 2.69311 -3.91928 0.19270
36 C 2.47694 -3.32451 -1.18498
37 C 2.89016 -4.41007 -2.14902
38 O 3.39403 -2.22463 -1.40626
39 S 2.90430 -0.52184 -1.54523
40 C 3.79939 -0.38327 -3.11869
41 F 3.50218 0.79977 -3.73120
42 F 5.14896 -0.45042 -2.91455
43 F 3.44269 -1.40601 -3.96283
44 C 1.06319 -2.80106 -1.36225
45 C 0.29919 -3.10132 -2.48031
46 C -0.93011 -2.44148 -2.66031
47 C -1.37354 -1.49912 -1.73152
48 C -0.61816 -1.23524 -0.59246
49 C 0.56623 -1.93936 -0.37047
50 H 1.96638 -4.72413 0.35871
51 H 3.70032 -4.34372 0.21350
52 H 2.56896 -3.16780 0.97317
53 H 2.29228 -5.30815 -1.94784
54 H 2.73973 -4.08008 -3.17593
55 H 3.94725 -4.62414 -1.97755
56 H 0.64957 -3.83079 -3.22420
57 H -1.51509 -2.68962 -3.54196
58 H -2.30521 -0.95131 -1.89968
59 H -0.91737 -0.47454 0.13265
60 H 1.14590 -1.77784 0.53788

The maximum force comes out at 2.8 eV Å⁻¹. As for the LUMO energy: 0.1 eV. The calculation puts the molar mass at 445.5 g mol⁻¹. The value obtained for the energy above the lowest of the compared OMol25 structures with the same formula, charge and spin is 0.0 kcal per mole. Its structure (SMILES) is COC(=O)[C@@H]1CCCN1C1=CCCCC1.CC(C)(OSC(F)(F)F)c1ccccc1. The calculation puts the orbital gap at 7.265 eV.